A 3-piece molecular cluster, C19H39IO9 overall. Source: the OMol25 dataset; level of theory: ωB97M-V/def2-TZVPD.

Geometry (Å):
O  -3.012  -1.302  0.442
C  -2.933  -1.446  -0.738
C  -1.785  -2.013  -1.547
C  -2.365  -2.143  -2.941
O  -1.378  -1.967  -3.934
C  -3.530  -1.123  -2.952
C  -3.266  0.281  -3.478
C  -2.023  1.042  -2.982
C  -2.361  2.210  -2.055
I  -2.325  4.109  -3.037
O  -3.943  -1.078  -1.572
H  -1.416  -2.941  -1.110
H  -0.968  -1.289  -1.517
H  -2.831  -3.134  -3.018
H  -1.799  -1.824  -4.788
H  -4.365  -1.528  -3.526
H  -4.160  0.856  -3.217
H  -3.260  0.221  -4.571
H  -1.469  1.401  -3.848
H  -1.333  0.387  -2.454
H  -3.368  2.135  -1.650
H  -1.662  2.305  -1.229
C  2.846  4.024  3.441
O  2.693  4.886  2.339
C  3.036  4.306  1.096
C  2.136  4.800  -0.014
O  0.816  4.286  0.041
C  -0.090  4.894  0.947
C  -0.662  6.209  0.467
O  0.286  7.259  0.543
C  0.201  8.182  -0.516
H  3.901  3.854  3.683
H  2.363  4.497  4.294
H  2.369  3.054  3.258
H  2.971  3.213  1.152
H  4.071  4.571  0.836
H  2.549  4.419  -0.951
H  2.142  5.892  -0.055
H  0.343  5.003  1.944
H  -0.927  4.194  1.013
H  -1.526  6.451  1.101
H  -1.020  6.087  -0.561
H  0.178  7.675  -1.487
H  1.086  8.814  -0.468
H  -0.689  8.817  -0.433
C  0.242  -4.036  4.289
O  0.493  -5.025  3.318
C  -0.632  -5.359  2.530
C  -0.242  -5.663  1.102
O  0.135  -4.524  0.347
C  1.410  -3.947  0.576
C  2.569  -4.744  0.020
O  2.827  -5.899  0.793
C  3.274  -7.004  0.044
H  -0.364  -4.423  5.117
H  1.205  -3.715  4.682
H  -0.271  -3.171  3.855
H  -1.362  -4.540  2.535
H  -1.122  -6.251  2.944
H  -1.140  -6.040  0.606
H  0.521  -6.443  1.065
H  1.568  -3.724  1.633
H  1.388  -3.002  0.028
H  3.455  -4.094  0.021
H  2.353  -5.016  -1.020
H  2.627  -7.189  -0.821
H  3.244  -7.873  0.699
H  4.302  -6.867  -0.312

Forces on atoms 1 to 6 (eV/Å):
O 0.0 0.0 0.2
C 0.1 -0.1 -0.1
C 0.1 0.1 0.1
C -0.2 -0.1 0.0
O 0.0 0.2 0.0
C 0.2 0.0 0.1

The energy above the lowest of the compared OMol25 structures with the same formula, charge and spin is 0.0000 eV. As for the total charge: 0. As for the structure (SMILES): O=C1C[C@H](O)[C@H](CCCI)O1.COCCOCCOC.COCCOCCOC. The orbital gap comes out at 9.51 eV. Its HOMO energy is -9.083 eV.

natural (NBO) population analysis, charges in e, atoms 1 to 6: number 1, O, carries -0.56; number 2, C, carries 0.80; number 3, C, carries -0.55; number 4, C, carries 0.08; number 5, O, carries -0.70; number 6, C, carries 0.08

A 3-piece molecular cluster, C19H39N3O8S2 overall in a non-equilibrium geometry. Source: the OMol25 dataset; level of theory: ωB97M-V/def2-TZVPD.

Geometry (Å):
C  -0.041  -0.903  2.971
C  0.646  -1.420  1.536
O  1.894  -0.655  1.397
C  2.103  -0.163  0.027
C  2.235  1.503  0.056
C  1.058  2.029  1.076
C  0.468  3.488  0.572
C  -0.941  3.239  -0.250
C  -2.295  3.447  0.710
C  -1.961  3.054  2.266
N  -1.501  2.533  3.385
C  -3.644  2.754  0.089
O  -4.825  3.633  0.356
C  -3.509  2.680  -1.575
N  -3.083  2.304  -2.761
C  -4.012  1.277  0.699
C  -3.106  0.049  0.078
N  -4.053  -0.961  -0.603
H  -1.218  -0.898  2.805
H  0.288  -1.556  3.885
H  0.253  0.248  3.086
H  -0.170  -1.178  0.712
H  0.842  -2.598  1.547
H  3.145  -0.545  -0.415
H  1.291  -0.486  -0.750
H  2.069  1.966  -1.031
H  3.285  1.833  0.494
H  0.133  1.276  1.029
H  1.388  2.029  2.222
H  1.269  3.915  -0.202
H  0.394  4.294  1.424
H  -0.880  2.157  -0.715
H  -1.051  4.074  -1.095
H  -2.484  4.626  0.695
H  -4.855  3.680  1.366
H  -4.011  1.204  1.867
H  -5.134  1.050  0.362
H  -2.642  -0.538  1.005
H  -2.228  0.394  -0.616
H  -4.923  -1.092  -0.004
H  -3.597  -1.922  -0.568
O  -2.168  -4.166  -3.283
S  -2.919  -4.416  -4.494
O  -2.445  -3.990  -5.794
O  -4.445  -3.881  -4.293
C  -4.648  -2.537  -3.880
C  -4.491  -1.573  -5.040
C  -3.302  -6.148  -4.576
H  -3.978  -2.276  -3.054
H  -5.672  -2.472  -3.497
H  -3.453  -1.538  -5.384
H  -4.784  -0.561  -4.745
H  -5.103  -1.886  -5.892
H  -3.720  -6.463  -3.618
H  -2.375  -6.689  -4.777
H  -4.015  -6.315  -5.386
O  4.857  1.308  3.038
S  5.716  0.174  3.302
O  6.403  0.007  4.566
O  6.801  0.036  2.095
C  7.598  1.164  1.762
C  8.746  1.337  2.739
C  4.811  -1.314  2.955
H  6.987  2.071  1.704
H  8.005  0.984  0.762
H  8.378  1.618  3.731
H  9.429  2.119  2.397
H  9.303  0.402  2.854
H  4.341  -1.221  1.975
H  4.047  -1.433  3.727
H  5.499  -2.161  2.979

Forces on atoms 1 to 6 (eV/Å):
C -0.1 0.5 -1.2
C -1.2 0.0 1.4
O -1.5 -0.6 -2.4
C 1.7 1.3 -1.2
C -0.7 -0.5 0.9
C -0.8 0.1 0.1

As for the total charge: 0. As for the structure (SMILES): CCOCCCCC[C@H](C#N)[C@@](O)(C#N)CCN.CCOS(C)(=O)=O.CCOS(C)(=O)=O. The orbital gap comes out at 9.82 eV. Its HOMO energy is -9.737 eV.

Mulliken population analysis, charges in e, atoms 1 to 6: number 1, C, carries -0.62; number 2, C, carries -0.14; number 3, O, carries -0.23; number 4, C, carries -0.51; number 5, C, carries -0.53; number 6, C, carries 0.49

A 5-piece molecular cluster, C19H39NO3S2 overall in a non-equilibrium geometry. Source: the OMol25 dataset; level of theory: ωB97M-V/def2-TZVPD.

Geometry (Å):
C  2.522  3.897  1.653
C  1.656  4.072  0.365
C  0.429  3.375  0.506
C  -0.420  3.733  -0.689
N  -1.757  3.010  -0.827
C  -1.614  1.494  -0.777
C  -2.801  1.005  -1.560
C  -2.530  1.927  -2.860
C  -2.226  3.176  -2.165
C  -2.668  3.550  0.308
H  2.405  4.823  2.579
H  3.463  4.291  1.370
H  2.581  2.896  1.958
H  2.315  3.615  -0.453
H  1.499  5.134  -0.019
H  -0.252  3.718  1.481
H  0.576  2.258  0.703
H  0.169  3.540  -1.588
H  -0.577  4.706  -0.598
H  -1.766  0.988  0.201
H  -0.595  1.247  -1.129
H  -3.916  1.201  -0.981
H  -2.744  -0.122  -1.744
H  -3.473  1.859  -3.534
H  -1.737  1.676  -3.568
H  -2.974  3.980  -2.046
H  -1.813  4.058  -2.819
H  -3.588  3.196  0.372
H  -2.766  4.615  0.390
H  -2.255  3.434  1.270
O  -0.346  -1.515  -0.093
H  -0.897  -2.241  -0.301
C  2.523  -0.712  1.439
S  1.485  -1.789  2.558
O  2.414  -2.389  3.555
C  0.779  -0.460  3.551
H  3.235  -0.406  2.013
H  1.761  0.094  0.872
H  2.813  -1.396  0.619
H  0.156  -0.888  4.348
H  -0.219  -0.149  2.971
H  1.705  0.201  3.953
C  3.038  -1.031  -3.333
S  1.690  -0.436  -2.313
O  1.705  1.008  -2.551
C  0.346  -1.044  -3.259
H  2.815  -0.761  -4.234
H  3.073  -1.898  -3.233
H  4.090  -0.512  -3.106
H  -0.641  -1.308  -2.734
H  0.643  -2.043  -3.386
H  0.237  -0.475  -4.195
C  -1.888  -6.347  1.229
C  -1.042  -5.204  0.505
C  0.153  -4.756  1.125
C  0.552  -5.406  2.309
C  -0.169  -6.499  2.934
C  -1.480  -6.938  2.365
H  -2.819  -6.847  0.789
H  -1.351  -4.649  -0.433
H  0.689  -3.938  0.731
H  1.578  -5.207  2.674
H  0.244  -6.787  3.968
H  -2.026  -7.609  2.837

Forces on atoms 1 to 6 (eV/Å):
C -0.5 5.6 0.9
C 3.8 1.4 -0.1
C -4.9 -2.2 2.7
C 1.0 -5.0 -0.3
N 1.6 0.2 3.0
C -0.4 -1.6 2.4

The energy above the lowest of the compared OMol25 structures with the same formula, charge and spin is 2.0083 eV. As for the total charge: 0. The orbital gap comes out at 6.22 eV. Its HOMO energy is -6.358 eV.

natural (NBO) population analysis, charges in e, atoms 1 to 6: number 1, C, carries -0.58; number 2, C, carries -0.44; number 3, C, carries -0.40; number 4, C, carries -0.19; number 5, N, carries -0.22; number 6, C, carries -0.28

no.,energy (eV)
1,-46860.1774
2,-62845.3892
3,-49624.1527